The following is a quantum chemistry calculation of 3 unconnected molecules or ions with the total composition C21H26N2O7S, from OMol25.

For the LUMO energy, the calculation gives -1.162 eV. For the energy above the lowest of the compared OMol25 structures with the same formula, charge and spin, the calculation gives 124.41 kcal/mol. The molecular weight comes out at 450.51 g mol⁻¹.

Element x y z (Å)
1 C 1.91525 -2.39065 2.08082
2 C 0.45782 -2.50218 2.38647
3 C -0.36565 -1.47537 2.64086
4 C 0.09923 -0.04253 2.62949
5 C -0.58316 0.89745 3.62546
6 C -1.96052 1.46224 3.24861
7 S -2.32133 1.63713 1.52197
8 O -1.20783 2.13229 0.77991
9 O -3.50886 2.43671 1.44105
10 O -2.72871 0.18144 1.00285
11 C -1.78543 -1.85304 2.89538
12 O -2.48374 -1.35435 3.75684
13 C -2.30140 -2.96225 2.04664
14 C -1.49300 -3.99392 1.80224
15 C -1.89897 -5.19913 0.99505
16 C -3.27245 -5.70112 1.42938
17 O -3.27531 -5.98629 2.82689
18 C -4.15104 -5.25897 3.55296
19 O -5.29737 -5.05350 3.24662
20 C -0.11434 -3.88926 2.37191
21 O 0.50367 -4.85200 2.77950
22 H 2.38936 -3.35938 2.02081
23 H 2.10435 -1.80091 1.19121
24 H 2.40416 -1.86971 2.90260
25 H 0.07689 0.31477 1.60342
26 H 1.14743 -0.07020 2.90474
27 H -0.70322 0.38706 4.57323
28 H 0.08900 1.72757 3.80966
29 H -2.04384 2.47395 3.62646
30 H -2.78712 0.92063 3.68682
31 H -3.64994 0.09179 1.28601
32 H -3.31205 -2.91543 1.67659
33 H -2.00516 -4.90381 -0.04308
34 H -1.19424 -6.01383 1.09871
35 H -3.47433 -6.63023 0.90581
36 H -4.05294 -5.00867 1.13996
37 H -3.73459 -4.85475 4.48030
38 N 1.22985 3.18253 -1.15700
39 C 1.64448 3.29434 -2.45421
40 C 2.92085 3.79388 -2.44734
41 C 3.29106 3.98673 -1.08946
42 C 2.22585 3.59870 -0.31950
43 H 0.32940 2.84613 -0.85930
44 H 0.99936 3.01157 -3.26874
45 H 3.52189 3.99764 -3.31793
46 H 4.22937 4.36653 -0.72153
47 H 2.09140 3.58404 0.74838
48 N 3.79611 3.06412 -7.47599
49 C 3.31945 3.22052 -6.20290
50 C 2.66542 4.42225 -6.14518
51 C 2.74785 5.01134 -7.43620
52 C 3.45001 4.14910 -8.23439
53 H 4.31993 2.27495 -7.80294
54 H 3.48620 2.46756 -5.45139
55 H 2.18059 4.83373 -5.27553
56 H 2.33834 5.95916 -7.74201
57 H 3.73197 4.21363 -9.27105

Partial charges, natural (NBO), in e:
1. C -0.659
2. C -0.033
3. C -0.056
4. C -0.450
5. C -0.403
6. C -0.685
7. S 2.376
8. O -0.948
9. O -0.949
10. O -0.879
11. C 0.540
12. O -0.547
13. C -0.266
14. C -0.019
15. C -0.464
16. C -0.063
17. O -0.524
18. C 0.651
19. O -0.564
20. C 0.524
21. O -0.499
22. H 0.245
23. H 0.234
24. H 0.228
25. H 0.248
26. H 0.230
27. H 0.236
28. H 0.221
29. H 0.262
30. H 0.270
31. H 0.515
32. H 0.228
33. H 0.235
34. H 0.242
35. H 0.198
36. H 0.194
37. H 0.132
38. N -0.507
39. C -0.080
40. C -0.320
41. C -0.300
42. C -0.081
43. H 0.430
44. H 0.211
45. H 0.223
46. H 0.217
47. H 0.206
48. N -0.506
49. C -0.085
50. C -0.300
51. C -0.307
52. C -0.078
53. H 0.409
54. H 0.214
55. H 0.225
56. H 0.221
57. H 0.209

The following is a quantum chemistry calculation of 2 unconnected molecules or ions with the total composition C21H26N3O6, from OMol25.

Its total charge is -1. For the LUMO energy, the calculation gives 2.070 eV. For the energy above the lowest of the compared OMol25 structures with the same formula, charge and spin, the calculation gives 0.00 kcal/mol. The molecular weight comes out at 416.45 g mol⁻¹.

Element x y z (Å)
1 C -4.98347 -1.48012 3.19094
2 C -3.87930 -0.46394 3.09247
3 O -2.64284 -1.20449 3.01588
4 C -1.52752 -0.44051 2.75385
5 C -0.37112 -1.30947 2.88017
6 C 0.97494 -0.88586 2.75490
7 C 2.01489 -1.94038 3.08998
8 O 1.29000 0.25494 2.37339
9 O -1.58542 0.74539 2.45618
10 H -5.94240 -0.96805 3.22324
11 H -4.97108 -2.14380 2.32319
12 H -4.88011 -2.08598 4.09377
13 H -4.00521 0.15058 2.19333
14 H -3.85717 0.18457 3.97908
15 H -0.57872 -2.32645 3.21001
16 H 1.55341 -2.92419 3.22236
17 H 2.76804 -1.99533 2.29663
18 H 2.52608 -1.66251 4.01897
19 C 4.93612 -3.14721 -2.12357
20 N 4.19977 -2.04291 -2.70224
21 C 4.94903 -1.24755 -3.65305
22 C 2.93700 -1.66656 -2.23098
23 C 2.81072 -0.90086 -1.05144
24 C 1.57191 -0.44684 -0.65155
25 C 0.39482 -0.77647 -1.35055
26 C -0.88797 -0.23625 -0.93250
27 C -1.17967 1.08441 -0.74993
28 C -2.54163 1.40333 -0.30250
29 O -3.39923 0.54861 -0.06742
30 N -2.86089 2.75658 -0.18104
31 C -4.22674 3.09385 0.15076
32 C -1.95910 3.81590 -0.32533
33 O -2.26727 4.98884 -0.12541
34 N -0.66664 3.47064 -0.72422
35 C 0.19971 4.60077 -0.97555
36 C -0.26894 2.18548 -1.12819
37 O 0.77972 2.04091 -1.75493
38 C 0.51333 -1.66821 -2.44321
39 C 1.75585 -2.05370 -2.91502
40 H 4.30101 -3.67353 -1.40140
41 H 5.24046 -3.84438 -2.91888
42 H 5.84798 -2.79003 -1.61963
43 H 4.33756 -0.40811 -4.00407
44 H 5.87083 -0.85765 -3.19241
45 H 5.24238 -1.87050 -4.51058
46 H 3.70633 -0.63248 -0.48661
47 H 1.49410 0.16808 0.24355
48 H -1.73496 -0.92216 -0.86720
49 H -4.27987 4.17832 0.18723
50 H -4.89523 2.69499 -0.62000
51 H -4.48898 2.65666 1.11972
52 H 1.17738 4.22355 -1.26426
53 H -0.22273 5.22135 -1.77428
54 H 0.25545 5.20509 -0.06706
55 H -0.40387 -1.99147 -2.93971
56 H 1.85928 -2.66493 -3.81489

Partial charges, natural (NBO), in e:
1. C -0.615
2. C -0.076
3. O -0.552
4. C 0.750
5. C -0.631
6. C 0.485
7. C -0.689
8. O -0.716
9. O -0.692
10. H 0.193
11. H 0.208
12. H 0.198
13. H 0.203
14. H 0.163
15. H 0.188
16. H 0.200
17. H 0.204
18. H 0.206
19. C -0.391
20. N -0.500
21. C -0.390
22. C 0.153
23. C -0.179
24. C -0.190
25. C -0.017
26. C 0.026
27. C -0.282
28. C 0.707
29. O -0.606
30. N -0.468
31. C -0.413
32. C 0.819
33. O -0.632
34. N -0.465
35. C -0.410
36. C 0.687
37. O -0.588
38. C -0.196
39. C -0.250
40. H 0.215
41. H 0.172
42. H 0.168
43. H 0.215
44. H 0.169
45. H 0.171
46. H 0.210
47. H 0.276
48. H 0.239
49. H 0.236
50. H 0.202
51. H 0.220
52. H 0.239
53. H 0.198
54. H 0.218
55. H 0.201
56. H 0.209

The following is a quantum chemistry calculation of a molecular structure, C21H26N8O6Pt, from OMol25.

The expectation value of S² is 6.01. Its spin multiplicity is 5. Its total charge is +2. For the LUMO energy (alpha / beta), the calculation gives -5.881 / -8.835 eV. For the energy above the lowest of the compared OMol25 structures with the same formula, charge and spin, the calculation gives 0.97 kcal/mol. The molecular weight comes out at 681.57 g mol⁻¹.

Element x y z (Å)
1 Pt 0.49653 -0.63211 0.68353
2 O -2.70700 -4.25042 4.27912
3 C -2.87403 -3.09889 4.63509
4 O -3.66334 -2.84523 5.63791
5 C -2.19952 -1.93476 4.04299
6 C -2.30129 -0.60817 4.40712
7 N -1.49601 0.07016 3.57941
8 N -0.87041 -0.71910 2.70357
9 C -1.28264 -1.94803 2.96439
10 C -0.73487 -3.06339 2.13246
11 O -1.10978 -4.26762 2.37606
12 O 0.08233 -2.81707 1.24486
13 H -1.74657 -4.36071 3.16982
14 H -2.87078 -0.11306 5.17763
15 H -1.32286 1.06402 3.57168
16 C 2.60310 -1.49550 2.96432
17 O 2.41542 -0.82435 1.77774
18 H 1.68498 -1.63514 3.53717
19 H 3.39740 -1.01098 3.54079
20 H 3.00612 -2.48639 2.68401
21 N 2.35959 0.04302 -4.46317
22 C 2.33580 -0.73923 -3.36572
23 C 1.64235 -0.36361 -2.19648
24 N 1.65017 -1.15180 -1.13318
25 C 2.31853 -2.30833 -1.17498
26 C 2.99987 -2.65474 -2.33108
27 N 3.01212 -1.88801 -3.40721
28 H 1.76694 0.84670 -4.55461
29 H 2.81251 -0.31579 -5.28739
30 H 1.08708 0.56351 -2.13308
31 H 2.29114 -2.94315 -0.30145
32 H 3.54843 -3.58718 -2.38305
33 C 3.34151 3.91513 0.94559
34 C 2.25460 3.74056 -0.12600
35 C 2.88373 3.57677 -1.51948
36 C 1.26680 4.91420 -0.10609
37 C 1.52192 2.50080 0.17292
38 N 0.96678 1.52336 0.40315
39 H 3.89705 4.82633 0.72497
40 H 4.04097 3.07975 0.94384
41 H 2.90646 4.01562 1.93961
42 H 3.45376 4.47632 -1.74991
43 H 2.11706 3.45921 -2.28630
44 H 3.56242 2.72438 -1.55390
45 H 1.81464 5.82702 -0.33850
46 H 0.81065 5.03421 0.87624
47 H 0.48159 4.79009 -0.85157
48 N -5.71863 0.18628 -3.03670
49 C -4.65942 -0.62622 -3.25092
50 O -4.52597 -1.34442 -4.21419
51 C -3.54983 -0.58062 -2.21903
52 C -3.24292 0.53371 -1.44932
53 C -2.14242 0.48487 -0.61301
54 N -1.37418 -0.60263 -0.50543
55 C -1.67518 -1.68446 -1.23888
56 C -2.74479 -1.70701 -2.10831
57 H -6.48144 0.13486 -3.69368
58 H -5.89796 0.60146 -2.14040
59 H -3.81476 1.44926 -1.51940
60 H -1.84638 1.34401 -0.02367
61 H -1.02484 -2.54243 -1.12129
62 H -2.95251 -2.57506 -2.71857

Partial charges, natural (NBO), in e:
1. Pt 1.275
2. O -0.548
3. C 0.726
4. O -0.075
5. C -0.257
6. C 0.053
7. N -0.284
8. N -0.267
9. C 0.050
10. C 0.808
11. O -0.596
12. O -0.646
13. H 0.512
14. H 0.270
15. H 0.442
16. C -0.315
17. O -0.307
18. H 0.180
19. H 0.239
20. H 0.270
21. N -0.766
22. C 0.375
23. C -0.054
24. N -0.443
25. C -0.073
26. C 0.059
27. N -0.398
28. H 0.403
29. H 0.428
30. H 0.205
31. H 0.223
32. H 0.228
33. C -0.590
34. C -0.173
35. C -0.590
36. C -0.590
37. C 0.511
38. N -0.515
39. H 0.242
40. H 0.226
41. H 0.223
42. H 0.244
43. H 0.215
44. H 0.226
45. H 0.242
46. H 0.224
47. H 0.222
48. N -0.800
49. C 0.634
50. O -0.554
51. C -0.065
52. C -0.225
53. C 0.040
54. N -0.512
55. C 0.022
56. C -0.141
57. H 0.428
58. H 0.397
59. H 0.243
60. H 0.210
61. H 0.227
62. H 0.264

no.,strongest force on any atom (eV/Å)
1,2.23
2,1.94
3,0.35